(1)
81
Properties=species:S:1:pos:R:3 method="wB97M-V/def2-TZVPD" total_charge=+1 orbital_gap_ev=5.8
N 9.425 -20.512 17.868
H 8.939 -20.418 16.987
H 10.418 -20.334 17.816
H 9.205 -21.494 17.961
H 8.875 -19.923 18.477
Sr 5.958 -22.033 18.238
Sr 7.971 -23.789 15.723
C 4.596 -26.375 17.131
C 4.711 -25.075 16.278
O 5.603 -24.063 16.657
H 3.835 -27.029 16.707
H 4.579 -26.168 18.201
H 5.555 -26.883 17.027
H 3.706 -24.685 16.117
H 4.917 -25.376 15.251
C 7.434 -19.062 14.721
C 6.602 -20.166 15.338
O 7.220 -21.206 16.018
H 8.149 -19.450 13.995
H 8.116 -18.773 15.521
H 6.776 -18.342 14.235
H 6.026 -20.518 14.482
H 5.873 -19.758 16.037
C 5.181 -18.473 20.304
C 6.548 -19.068 20.356
O 6.880 -20.098 19.533
H 5.076 -17.922 21.238
H 4.473 -19.300 20.244
H 5.056 -17.828 19.435
H 6.686 -19.285 21.415
H 7.222 -18.219 20.464
C 10.445 -24.182 19.336
C 9.041 -23.556 19.544
O 8.360 -23.155 18.394
H 11.026 -23.525 18.689
H 10.436 -25.232 19.047
H 10.943 -24.172 20.306
H 9.107 -22.789 20.315
H 8.386 -24.234 20.090
C -1.768 -21.360 18.098
C -1.381 -21.212 16.781
C -0.040 -21.187 16.437
C 0.946 -21.356 17.393
C 0.535 -21.542 18.712
C -0.806 -21.576 19.052
N 2.367 -21.522 16.934
O 2.600 -21.716 15.772
O 3.286 -21.430 17.716
H -2.806 -21.382 18.396
H -2.120 -20.978 16.029
H 0.194 -21.053 15.391
H 1.211 -21.703 19.538
H -1.045 -21.764 20.088
C 6.051 -25.599 24.846
C 4.709 -25.457 24.792
C 4.075 -25.018 23.604
C 4.895 -24.460 22.624
C 6.307 -24.524 22.751
C 6.897 -25.164 23.844
N 4.306 -24.038 21.361
O 5.037 -23.776 20.452
O 3.099 -23.860 21.172
H 6.554 -25.877 25.760
H 4.126 -25.711 25.665
H 2.998 -24.963 23.544
H 7.019 -24.216 22.000
H 7.976 -25.198 23.867
C 3.068 -16.573 15.567
C 3.406 -17.483 16.541
C 2.505 -18.019 17.512
C 1.258 -17.392 17.551
C 0.879 -16.537 16.449
C 1.815 -16.059 15.597
N 0.289 -17.656 18.593
O -0.844 -17.446 18.335
O 0.712 -18.233 19.635
H 3.828 -16.139 14.934
H 4.411 -17.879 16.550
H 2.888 -18.697 18.260
H -0.151 -16.238 16.328
H 1.359 -15.352 14.919


(2)
56
Properties=species:S:1:pos:R:3 method="wB97M-V/def2-TZVPD" smiles=COc1ccc(C[C@@H](C)[C@@H](C)Cc2ccc(OC)c(OC)c2)cc1OC total_charge=0 orbital_gap_ev=8.2
C -4.032 -2.345 0.251
O -2.862 -3.058 0.592
C -1.636 -2.630 0.176
C -0.563 -3.216 0.838
C 0.745 -2.881 0.549
C 1.024 -1.938 -0.425
C -0.042 -1.383 -1.123
C -1.362 -1.703 -0.847
O -2.419 -1.172 -1.546
C -2.175 -0.131 -2.454
H -1.580 -0.467 -3.310
H -3.157 0.183 -2.806
H -1.677 0.716 -1.972
H 0.173 -0.687 -1.918
C 2.435 -1.550 -0.772
H 3.130 -2.080 -0.121
H 2.632 -1.888 -1.794
C 2.702 -0.034 -0.720
C 3.750 0.346 -1.770
H 3.357 0.177 -2.771
H 4.020 1.397 -1.685
H 4.650 -0.253 -1.659
H 1.770 0.469 -0.992
C 3.100 0.505 0.669
C 4.476 0.022 1.132
H 4.700 0.432 2.115
H 5.257 0.346 0.450
H 4.508 -1.062 1.207
H 3.160 1.597 0.574
C 2.080 0.174 1.768
C 0.642 0.538 1.515
C -0.356 -0.202 2.131
C -1.683 0.100 1.919
C -2.075 1.133 1.073
C -1.073 1.909 0.467
C 0.260 1.608 0.719
H 1.025 2.223 0.274
O -1.456 2.934 -0.376
C -0.468 3.781 -0.904
H 0.219 3.245 -1.568
H 0.104 4.279 -0.114
H -1.009 4.530 -1.482
O -3.430 1.247 0.921
C -4.004 2.370 0.295
H -3.763 2.412 -0.769
H -5.080 2.245 0.419
H -3.691 3.302 0.772
H -2.462 -0.473 2.396
H -0.097 -1.025 2.779
H 2.120 -0.896 1.975
H 2.401 0.688 2.682
H 1.548 -3.357 1.093
H -0.792 -3.941 1.604
H -4.285 -2.466 -0.804
H -3.941 -1.282 0.482
H -4.819 -2.785 0.865


(3)
101
Properties=species:S:1:pos:R:3 method="wB97M-V/def2-TZVPD" total_charge=+2 orbital_gap_ev=3.3
Be -0.639 -0.919 16.593
N -2.527 0.856 21.770
H -3.392 1.396 21.735
H -2.028 1.325 21.007
H -2.619 -0.130 21.531
H -1.956 1.065 22.599
Cl -0.844 -2.435 19.616
O -1.577 -1.879 20.730
O -0.365 -3.725 19.962
O -1.722 -2.574 18.466
O 0.126 -1.467 19.209
C 0.090 0.023 26.424
C -0.875 -0.431 25.303
C -1.658 -1.612 25.940
C -2.803 -1.237 26.897
C -3.697 -0.142 26.319
C -2.962 1.060 25.700
N -1.834 0.571 24.877
O -1.188 1.657 24.207
C -3.964 1.868 24.879
C -2.461 1.910 26.881
C -0.059 -0.999 24.158
H 0.533 0.984 26.143
H 0.949 -0.635 26.550
H -0.391 0.094 27.398
H -2.136 -2.246 25.186
H -0.966 -2.259 26.480
H -2.385 -1.020 27.882
H -3.448 -2.105 27.034
H -4.362 0.163 27.128
H -4.300 -0.653 25.562
H -3.638 2.879 24.629
H -4.145 1.364 23.928
H -4.836 1.969 25.523
H -1.461 2.345 26.744
H -3.103 2.767 27.083
H -2.255 1.369 27.805
H 0.252 -0.214 23.458
H -0.696 -1.532 23.442
H 0.787 -1.599 24.475
H -1.018 2.236 24.973
C 3.268 -1.724 17.243
C 3.765 -0.934 16.008
C 5.026 -1.620 15.492
C 5.398 -1.522 14.021
C 4.200 -1.805 13.154
C 3.004 -0.914 13.523
N 2.713 -0.989 14.961
O 1.582 -0.263 15.296
C 3.184 0.543 12.992
C 1.808 -1.525 12.753
C 4.219 0.502 16.347
H 3.174 -2.753 16.904
H 2.323 -1.349 17.633
H 4.064 -1.664 17.983
H 5.893 -1.348 16.098
H 5.042 -2.714 15.578
H 6.261 -2.169 13.862
H 5.781 -0.540 13.716
H 3.864 -2.838 13.237
H 4.439 -1.401 12.170
H 3.523 0.534 11.961
H 2.258 1.111 13.107
H 3.883 1.126 13.597
H 1.513 -2.431 13.291
H 0.875 -0.962 12.841
H 2.042 -1.703 11.707
H 3.388 1.215 16.276
H 4.862 0.928 15.575
H 4.686 0.447 17.325
H 1.926 0.647 15.340
C 0.868 -3.983 16.415
C -0.426 -4.386 15.705
C -1.167 -5.459 16.556
C -2.540 -5.841 16.066
C -3.403 -4.570 15.954
C -2.760 -3.457 15.077
N -1.315 -3.232 15.410
O -0.758 -2.363 14.474
C -2.979 -3.851 13.618
C -3.500 -2.154 15.394
C 0.035 -5.085 14.384
H 1.545 -4.803 16.640
H 0.618 -3.599 17.412
H 1.294 -3.125 15.887
H -0.468 -6.271 16.761
H -1.338 -5.110 17.581
H -2.959 -6.520 16.808
H -2.529 -6.349 15.098
H -3.500 -4.206 16.980
H -4.419 -4.778 15.625
H -2.535 -3.187 12.873
H -2.669 -4.861 13.350
H -4.053 -3.890 13.433
H -3.611 -2.030 16.472
H -2.928 -1.304 14.998
H -4.458 -2.096 14.882
H -0.795 -5.397 13.753
H 0.626 -5.965 14.626
H 0.670 -4.413 13.802
H -0.719 -2.844 13.625


(4)
95
Properties=species:S:1:pos:R:3 method="wB97M-V/def2-TZVPD" total_charge=-1 orbital_gap_ev=6.9
Cu -0.678 0.103 -0.030
C 1.493 4.177 -2.276
C 0.965 2.779 -2.315
C 0.326 2.130 -3.352
C 0.043 0.841 -2.869
N 0.470 0.730 -1.615
N 1.035 1.921 -1.278
B 1.894 2.051 0.011
N 1.021 1.898 1.289
N 0.427 0.710 1.575
C -0.016 0.781 2.825
C 0.293 2.042 3.364
C 0.958 2.717 2.359
C 1.519 4.102 2.383
C -0.716 -0.377 3.500
C -2.238 -0.216 3.371
C -0.283 -1.699 2.858
C -0.333 -0.395 4.983
N 3.033 0.998 0.012
N 2.795 -0.334 0.014
C 3.972 -0.926 0.015
C 5.013 0.033 0.013
C 4.366 1.248 0.012
C 4.957 2.623 0.013
C 4.099 -2.429 0.017
C 2.713 -3.076 0.006
C 4.859 -2.872 1.274
C 4.877 -2.873 -1.229
C -0.611 -0.302 -3.612
C -0.183 -0.245 -5.082
C -2.139 -0.175 -3.525
C -0.165 -1.642 -3.019
H 2.549 4.219 -2.555
H 1.395 4.609 -1.282
H 0.932 4.793 -2.978
H 0.103 2.540 -4.324
H 2.404 3.133 0.022
H 0.067 2.417 4.349
H 2.558 4.112 2.721
H 0.934 4.716 3.068
H 1.486 4.558 1.396
H -2.531 -0.177 2.322
H -2.571 0.710 3.846
H -2.748 -1.057 3.851
H -0.566 -1.725 1.805
H -0.763 -2.537 3.371
H 0.801 -1.820 2.915
H -0.696 0.499 5.497
H 0.752 -0.445 5.104
H -0.777 -1.267 5.470
H 6.080 -0.133 0.013
H 6.044 2.549 0.014
H 4.648 3.189 0.894
H 4.649 3.193 -0.865
H 2.132 -2.751 0.872
H 2.810 -4.165 0.027
H 2.158 -2.783 -0.887
H 4.312 -2.569 2.170
H 5.851 -2.418 1.314
H 4.975 -3.960 1.290
H 4.349 -2.565 -2.133
H 4.987 -3.962 -1.245
H 5.874 -2.426 -1.250
H -0.553 0.660 -5.570
H -0.590 -1.108 -5.616
H 0.906 -0.263 -5.173
H -2.472 0.767 -3.970
H -2.467 -0.192 -2.485
H -2.618 -1.003 -4.056
H 0.919 -1.755 -3.101
H -0.652 -2.463 -3.552
H -0.434 -1.710 -1.966
N -2.293 -2.331 -0.270
C -3.636 -2.409 0.018
C -4.168 -3.694 0.216
C -5.511 -3.913 0.424
C -6.361 -2.817 0.444
C -5.834 -1.548 0.276
C -4.474 -1.265 0.070
C -4.010 0.177 -0.056
C -5.026 1.150 -0.136
C -4.783 2.506 -0.225
C -3.472 2.954 -0.232
C -2.460 2.012 -0.161
C -2.652 0.614 -0.081
H -1.734 -3.116 0.024
H -1.884 -1.408 -0.110
H -3.479 -4.532 0.189
H -5.888 -4.918 0.570
H -7.427 -2.939 0.596
H -6.548 -0.742 0.329
H -6.069 0.873 -0.139
H -5.614 3.199 -0.285
H -3.237 4.011 -0.299
H -1.442 2.402 -0.175


One value per record, in order, for ΔE to the lowest compared entry with this formula, charge and spin: 27.1 253.9 0.0 133.7 kJ/mol.
One value per record, in order, for LUMO energy: -0.1445 0.0222 -0.3564 0.0950 hartree.